{"formula": "C4H7NO3S", "method": "the ωB97M-V functional and the def2-TZVPD basis", "orbital_gap_ev": 9.36, "energy_ev": -22726.31583, "multiplicity": 1, "lumo_ev": -0.960, "symbols": ["S", "O", "O", "O", "N", "C", "C", "C", "C", "H", "H", "H", "H", "H", "H", "H"], "coordinates": [[-0.537, 1.042, -1.598], [-0.939, 0.837, -2.951], [0.847, 1.064, -1.278], [-1.415, 1.807, -0.774], [0.869, -0.439, 0.806], [1.840, 0.031, 1.719], [-1.296, -0.618, -0.053], [-0.865, -1.093, -1.245], [-0.363, -0.215, 0.975], [1.421, 0.438, 2.650], [-1.558, -1.419, -2.003], [2.534, -0.782, 1.932], [-2.347, -0.447, 0.143], [2.398, 0.815, 1.203], [0.178, -1.340, -1.370], [-0.766, 0.319, 1.844]], "mulliken_charge": [1.16, -0.51, -0.44, -0.52, -0.23, -0.81, -0.23, -0.74, 0.12, 0.32, 0.33, 0.28, 0.33, 0.28, 0.34, 0.32]}

{"formula": "C4H7NO3S", "method": "the ωB97M-V functional and the def2-TZVPD basis", "orbital_gap_ev": 10.37, "energy_ev": -22727.05949, "multiplicity": 1, "lumo_ev": 0.565, "smiles": "O=S1(=O)NC2(CC2)CO1", "symbols": ["S", "O", "O", "O", "N", "C", "C", "C", "C", "H", "H", "H", "H", "H", "H", "H"], "coordinates": [[2.945, -0.092, -0.030], [3.418, 0.347, 1.307], [3.971, -0.784, -0.824], [2.271, 1.050, -0.847], [1.638, -1.041, 0.025], [-0.956, -0.817, -0.246], [-0.551, -0.167, 1.117], [0.822, 1.058, -0.814], [0.397, -0.212, -0.044], [0.466, 0.935, -1.811], [-1.637, -0.252, -0.837], [-1.128, -1.849, -0.303], [-0.994, 0.782, 1.207], [0.525, 1.994, -0.317], [1.685, -1.959, 0.490], [-0.457, -0.785, 1.944]], "mulliken_charge": [1.05, -0.60, -0.61, -0.33, -0.27, -0.84, -0.92, -0.30, 0.85, 0.30, 0.24, 0.31, 0.24, 0.30, 0.25, 0.32]}

{"formula": "C4H7NO3S", "method": "the ωB97M-V functional and the def2-TZVPD basis", "orbital_gap_ev": [8.61, 7.04], "energy_ev": -22722.00708, "multiplicity": 1, "lumo_ev": [-0.042, -1.463], "symbols": ["S", "O", "O", "O", "N", "C", "C", "C", "C", "H", "H", "H", "H", "H", "H", "H"], "coordinates": [[-4.782, 0.455, -0.070], [-5.453, -0.736, 0.485], [-1.027, -2.318, -0.584], [-2.350, 0.990, -0.641], [-0.846, -1.276, 0.279], [1.195, -0.022, 0.195], [-0.265, -0.158, -0.321], [-3.151, 0.255, 0.034], [-1.069, 1.070, -0.143], [-0.543, 1.943, -0.834], [1.662, 1.009, 0.202], [-1.106, 1.487, 0.817], [1.188, -0.462, 1.171], [-0.286, -0.409, -1.361], [1.667, -0.651, -0.488], [-1.406, -2.955, 0.032]], "mulliken_charge": [0.27, -0.51, -0.32, -0.17, -0.49, -1.38, 0.65, 0.05, -0.72, 0.26, 0.32, 0.45, 0.41, 0.43, 0.36, 0.40]}

{"formula": "C4H7NO4", "method": "the ωB97M-V functional and the def2-TZVPD basis", "orbital_gap_ev": 10.94, "energy_ev": -13940.94026, "multiplicity": 1, "lumo_ev": 0.471, "smiles": "N[C@@H](CC(=O)O)C(=O)O", "symbols": ["O", "O", "O", "O", "N", "C", "C", "C", "C", "H", "H", "H", "H", "H", "H", "H"], "coordinates": [[0.631, 0.082, -2.636], [1.068, -1.645, -0.117], [-1.295, -0.666, -1.814], [1.896, -0.235, 1.465], [-0.632, 0.892, 2.046], [1.045, -0.505, 0.715], [-0.323, 0.140, 0.691], [-0.465, 1.084, -0.558], [-0.268, 0.236, -1.800], [0.122, 1.583, 2.171], [1.939, -2.168, 0.136], [0.317, 1.891, -0.544], [-1.100, -0.656, 0.685], [-1.487, 1.406, -0.627], [-1.029, -1.365, -2.543], [-0.418, -0.074, 2.730]], "mulliken_charge": [-0.62, -0.45, -0.47, -0.49, -0.69, 0.41, -0.06, -0.63, 0.55, 0.31, 0.35, 0.30, 0.45, 0.35, 0.36, 0.33]}

{"formula": "C4H7NO4", "method": "the ωB97M-V functional and the def2-TZVPD basis", "orbital_gap_ev": [7.33, 7.34], "energy_ev": -13938.91889, "multiplicity": 1, "lumo_ev": [0.508, 0.511], "symbols": ["O", "O", "O", "O", "N", "C", "C", "C", "C", "H", "H", "H", "H", "H", "H", "H"], "coordinates": [[1.117, 0.203, 1.253], [-1.198, -1.369, 0.863], [-2.417, 0.161, -0.419], [-1.692, 0.662, 1.680], [0.478, -1.044, -0.606], [-1.731, -0.048, 0.534], [1.523, 1.130, -0.947], [-0.421, -1.864, -0.103], [0.693, 0.232, -0.082], [-2.197, 1.473, 1.526], [0.896, -1.303, -1.496], [2.594, 0.878, -0.908], [0.385, 0.449, 1.834], [-0.645, -2.824, -0.540], [1.190, 1.105, -1.987], [1.426, 2.161, -0.603]], "mulliken_charge": [-0.52, -0.29, -0.53, -0.47, 0.06, 0.63, -1.47, -0.15, 0.31, 0.34, 0.26, 0.31, 0.37, 0.45, 0.38, 0.31]}

{"formula": "C4H7NOS", "method": "the ωB97M-V functional and the def2-TZVPD basis", "orbital_gap_ev": 10.20, "energy_ev": -18632.95718, "multiplicity": 1, "lumo_ev": 0.732, "smiles": "C[C@@H]1N[C@@H]1C(=O)S", "symbols": ["S", "O", "N", "C", "C", "C", "C", "H", "H", "H", "H", "H", "H", "H"], "coordinates": [[1.873, -1.123, 1.310], [1.832, -1.708, -1.194], [-0.855, -0.517, 0.770], [0.006, 1.754, -0.140], [1.135, -1.253, -0.302], [-0.277, -0.896, -0.547], [-0.801, 0.505, -0.333], [0.743, -1.256, 2.013], [0.890, 1.483, 0.414], [-0.577, 2.499, 0.428], [-1.822, -0.882, 0.832], [0.298, 2.169, -1.118], [-1.737, 0.741, -0.819], [-0.707, -1.518, -1.314]], "mulliken_charge": [-0.21, -0.53, -0.57, -1.15, 0.19, 0.07, 0.14, 0.18, 0.27, 0.31, 0.21, 0.31, 0.40, 0.39]}

What did the fifth record say?
{"formula": "C4H7NO4", "method": "the ωB97M-V functional and the def2-TZVPD basis", "orbital_gap_ev": [7.33, 7.34], "energy_ev": -13938.91889, "multiplicity": 1, "lumo_ev": [0.508, 0.511], "symbols": ["O", "O", "O", "O", "N", "C", "C", "C", "C", "H", "H", "H", "H", "H", "H", "H"], "coordinates": [[1.117, 0.203, 1.253], [-1.198, -1.369, 0.863], [-2.417, 0.161, -0.419], [-1.692, 0.662, 1.680], [0.478, -1.044, -0.606], [-1.731, -0.048, 0.534], [1.523, 1.130, -0.947], [-0.421, -1.864, -0.103], [0.693, 0.232, -0.082], [-2.197, 1.473, 1.526], [0.896, -1.303, -1.496], [2.594, 0.878, -0.908], [0.385, 0.449, 1.834], [-0.645, -2.824, -0.540], [1.190, 1.105, -1.987], [1.426, 2.161, -0.603]], "mulliken_charge": [-0.52, -0.29, -0.53, -0.47, 0.06, 0.63, -1.47, -0.15, 0.31, 0.34, 0.26, 0.31, 0.37, 0.45, 0.38, 0.31]}

Number 5 is which compound?
C4H7NO4